1.
{
  "formula": "C23H24N7O2SSc",
  "method": "ωB97M-V/def2-TZVPD",
  "symbols": ["Sc", "N", "C", "N", "C", "N", "N", "C", "C", "C", "C", "C", "C", "N", "C", "C", "C", "C", "C", "C", "H", "H", "H", "H", "H", "H", "H", "H", "H", "H", "H", "O", "C", "O", "C", "C", "C", "C", "C", "C", "S", "H", "H", "H", "H", "N", "C", "C", "N", "H", "H", "H", "H", "H", "H", "H", "H", "H"],
  "xyz": [[-0.2183, 0.7908, 0.0453], [0.8534, -3.0076, 2.5748], [0.1005, -2.0612, 2.0254], [0.5446, -0.8941, 1.6528], [1.8915, -0.5700, 1.9118], [2.2999, 0.6493, 1.7849], [1.2643, 1.5016, 1.4647], [1.0537, 2.5206, 2.2018], [-0.2627, 3.1541, 2.1003], [-0.5143, 4.4489, 2.5144], [-1.8200, 4.9195, 2.4682], [-2.8212, 4.0636, 2.0455], [-2.4844, 2.7748, 1.6542], [-1.2371, 2.3190, 1.6713], [2.7971, -1.6218, 2.3413], [4.1775, -1.4386, 2.4557], [4.9738, -2.4727, 2.8975], [4.4048, -3.6989, 3.2444], [3.0413, -3.8942, 3.1507], [2.2384, -2.8550, 2.6983], [0.4269, -3.8616, 2.9015], [-0.9500, -2.2842, 1.8714], [1.7473, 2.8121, 2.9871], [0.2937, 5.0802, 2.8597], [-2.0506, 5.9318, 2.7699], [-3.8535, 4.3814, 2.0144], [-3.2488, 2.0815, 1.3261], [4.5930, -0.4730, 2.2009], [6.0425, -2.3363, 2.9881], [5.0355, -4.5069, 3.5891], [2.5945, -4.8421, 3.4262], [-1.1125, 2.5435, -0.8747], [-1.1953, 1.7145, -1.8117], [-0.1748, 0.9656, -2.0192], [-2.4930, 1.3073, -2.4026], [-3.2498, 2.0662, -3.2821], [-4.4530, 1.5653, -3.7545], [-4.9066, 0.3279, -3.3211], [-4.1796, -0.4125, -2.3980], [-2.9639, 0.0699, -1.9279], [-2.0638, -0.8735, -0.6918], [-2.8903, 3.0377, -3.5978], [-5.0363, 2.1452, -4.4562], [-5.8450, -0.0613, -3.6936], [-4.5549, -1.3561, -2.0243], [-0.2231, -1.5222, -3.6339], [1.1065, -2.1111, -3.3496], [1.9859, -1.1981, -2.5099], [1.5612, -1.0335, -1.0940], [-0.7177, -2.0377, -4.3581], [-0.1268, -0.5445, -3.9093], [-0.8356, -1.4800, -2.7562], [1.6064, -2.2920, -4.2993], [0.9602, -3.0715, -2.8539], [2.0388, -0.2083, -2.9645], [2.9868, -1.6325, -2.5511], [2.3398, -0.5652, -0.6339], [1.5230, -1.9543, -0.6686]],
  "forces_ev_per_angstrom": [[-0.508, -1.186, 0.446], [-0.023, -0.012, 0.012], [-0.139, 0.032, -0.046], [0.182, 0.382, -0.198], [-0.359, 0.257, 0.008], [0.667, -0.131, 0.184], [-0.146, 0.051, 0.167], [0.159, -0.106, 0.066], [-0.354, 0.053, 0.068], [0.133, -0.042, 0.015], [-0.114, -0.072, -0.040], [0.064, 0.072, 0.056], [-0.073, -0.114, 0.004], [0.341, -0.022, -0.155], [-0.078, -0.307, 0.085], [-0.023, 0.038, -0.023], [0.053, 0.021, 0.010], [-0.065, -0.006, -0.023], [-0.087, -0.100, 0.052], [0.294, 0.257, -0.064], [-0.068, -0.020, -0.051], [0.006, -0.051, 0.021], [0.111, -0.024, -0.074], [0.011, -0.028, 0.005], [0.014, 0.002, 0.005], [-0.003, -0.017, 0.014], [0.029, -0.008, -0.082], [0.036, -0.024, 0.006], [-0.008, 0.023, -0.013], [-0.007, 0.005, 0.019], [0.037, -0.002, 0.002], [-0.078, -0.075, -0.034], [-0.395, 0.202, -0.776], [0.372, 0.272, -0.523], [-0.177, -0.165, -0.025], [0.148, 0.035, -0.016], [-0.006, 0.060, -0.048], [-0.025, -0.052, 0.002], [0.018, 0.079, -0.062], [0.240, -0.029, 0.111], [0.061, 0.117, 0.173], [-0.025, -0.009, -0.037], [-0.013, -0.010, 0.009], [-0.007, 0.014, 0.024], [-0.023, 0.010, -0.015], [-0.937, 0.313, 1.143], [0.487, -0.080, 0.422], [-0.041, 0.097, 0.202], [0.122, 0.230, -0.286], [-0.121, -0.009, -0.062], [-0.069, 0.141, -0.092], [0.534, -0.033, -0.588], [-0.053, 0.005, -0.026], [-0.115, 0.007, -0.076], [-0.004, 0.018, -0.011], [0.041, 0.036, -0.088], [0.082, -0.080, 0.070], [-0.096, -0.012, 0.131]],
  "largest_force_ha_per_bohr": 0.0294,
  "homo_ev": -13.175,
  "e_above_lowest_kj_mol": 108.15,
  "charge": 2,
  "total_energy_ev": -70293.12946
}



2.
{
  "formula": "C23H24NO2",
  "method": "ωB97M-V/def2-TZVPD",
  "symbols": ["C", "C", "C", "C", "C", "N", "C", "C", "H", "H", "H", "H", "H", "H", "H", "H", "H", "C", "O", "C", "C", "C", "C", "C", "C", "C", "C", "C", "O", "C", "C", "C", "C", "C", "C", "H", "H", "H", "H", "H", "H", "H", "H", "H", "H", "H", "H", "H", "H", "H"],
  "xyz": [[1.2166, 5.6316, 1.4638], [0.8915, 4.4441, 0.6247], [1.8939, 3.7739, -0.0638], [1.6070, 2.6770, -0.8461], [0.2970, 2.2106, -0.9661], [-0.0046, 1.1109, -1.7617], [-0.7084, 2.8865, -0.2743], [-0.4134, 3.9798, 0.5092], [0.3239, 6.0406, 1.9379], [1.9218, 5.3669, 2.2523], [1.6647, 6.4264, 0.8657], [2.9084, 4.1214, 0.0298], [2.3871, 2.1745, -1.3895], [-0.9100, 0.6701, -1.6864], [0.6993, 0.4209, -1.9841], [-1.7226, 2.5394, -0.3681], [-1.1965, 4.4822, 1.0500], [-1.4350, -4.7980, -5.0717], [-0.1148, -4.3587, -4.8419], [0.1077, -3.7438, -3.6115], [1.3392, -3.0923, -3.4301], [1.6365, -2.4113, -2.2847], [0.6875, -2.2968, -1.2433], [0.9934, -1.4996, -0.1100], [0.1299, -1.0178, 0.9039], [0.6982, -0.4107, 2.0552], [-0.1060, -0.0197, 3.0907], [-1.5080, -0.1770, 3.0266], [-2.1369, 0.1905, 4.2066], [-1.1278, 0.5774, 5.1453], [0.2300, 0.5655, 4.4221], [-2.0902, -0.6747, 1.8569], [-1.2897, -1.0672, 0.8170], [-0.5092, -3.0399, -1.3864], [-0.7917, -3.7341, -2.5322], [-1.4889, -5.1874, -6.0895], [-1.6907, -5.5994, -4.3767], [-2.1319, -3.9626, -4.9749], [2.0585, -3.1611, -4.2244], [2.6085, -1.9640, -2.1624], [2.0271, -1.2147, -0.0063], [1.7611, -0.2694, 2.1249], [-1.3914, 1.5614, 5.5532], [-1.1613, -0.1507, 5.9660], [0.9800, -0.0414, 4.9421], [0.6418, 1.5743, 4.2974], [-3.1632, -0.7423, 1.7998], [-1.7563, -1.3397, -0.1127], [-1.1715, -3.1297, -0.5457], [-1.6907, -4.3220, -2.5968]],
  "forces_ev_per_angstrom": [[0.026, 0.331, 0.253], [-0.174, -0.056, 0.003], [-0.266, 0.018, 0.129], [-0.240, -0.305, -0.146], [-0.004, -0.003, 0.338], [-0.152, -0.673, -0.520], [0.087, -0.455, -0.279], [0.433, 0.097, 0.019], [0.026, -0.008, -0.007], [0.061, 0.079, 0.038], [0.037, 0.013, 0.037], [0.273, 0.053, -0.067], [0.293, -0.125, -0.156], [0.038, 0.411, 0.154], [0.122, 0.509, 0.080], [-0.326, -0.065, 0.010], [-0.237, 0.125, 0.064], [-0.642, -0.345, -0.165], [0.994, 1.398, 2.400], [-0.051, -0.307, -1.282], [0.132, -0.313, -0.591], [-0.228, -0.135, 0.149], [-0.138, -0.126, 0.283], [-0.927, 0.018, 0.247], [0.165, -0.065, -0.530], [-0.440, 0.079, 0.252], [-0.431, -0.120, 0.025], [0.407, 0.200, 1.414], [0.522, -0.750, -2.960], [0.450, 0.168, 0.995], [0.485, 0.277, 0.156], [-0.711, 0.114, 0.462], [0.190, 0.261, 0.236], [0.327, 0.076, -0.001], [-0.270, -0.405, -0.509], [0.194, 0.107, 0.168], [-0.134, -0.009, -0.057], [-0.057, -0.087, 0.027], [0.211, 0.019, -0.232], [0.168, 0.204, -0.079], [0.348, 0.117, 0.017], [0.344, -0.074, -0.019], [0.022, -0.279, -0.226], [0.011, 0.174, -0.198], [-0.193, 0.178, -0.002], [-0.085, -0.157, 0.112], [-0.194, 0.030, -0.162], [-0.103, -0.089, -0.029], [-0.167, -0.103, 0.053], [-0.192, -0.003, 0.094]],
  "largest_force_ha_per_bohr": 0.0602,
  "homo_ev": -10.064,
  "e_above_lowest_kj_mol": 27.79,
  "charge": 1,
  "total_energy_ev": -29818.40641
}



3.
{
  "formula": "C23H25AsCl2N5O10S6Ta",
  "method": "ωB97M-V/def2-TZVPD",
  "symbols": ["Ta", "S", "As", "S", "S", "S", "O", "C", "O", "C", "C", "Cl", "N", "N", "C", "C", "O", "O", "C", "C", "C", "C", "C", "C", "H", "H", "H", "H", "H", "H", "N", "C", "C", "O", "O", "H", "H", "H", "H", "H", "C", "C", "C", "C", "C", "C", "O", "N", "C", "O", "N", "C", "O", "H", "H", "H", "H", "H", "H", "H", "H", "H", "H", "H", "Cl", "C", "O", "C", "S", "S", "H", "H", "H"],
  "xyz": [[-0.8514, -0.1767, 0.0454], [-0.0155, -2.5613, -3.3417], [-1.2526, -1.2363, -2.2371], [0.9235, -1.8967, -0.1403], [-0.3579, 0.8591, -2.1014], [-3.0130, -1.1196, -3.4751], [2.7445, 5.6204, 0.7092], [3.6973, 4.9234, 0.1654], [4.7881, 5.4240, -0.0298], [3.4333, 3.4816, -0.2223], [4.3782, 2.7285, -0.8993], [5.9248, 3.2648, -1.3699], [3.8766, 1.4859, -1.1242], [2.6499, 1.3835, -0.6185], [2.3297, 2.5320, -0.0709], [0.9168, 2.6715, 0.4759], [0.5312, 3.7705, 0.8890], [0.1724, 1.6642, 0.5106], [4.3984, 0.3574, -1.8389], [5.7134, 0.2635, -2.2885], [6.1213, -0.8749, -2.9695], [5.2536, -1.9356, -3.1727], [3.9408, -1.8335, -2.7382], [3.5128, -0.6831, -2.1013], [1.8797, 5.0761, 0.8000], [6.4206, 1.0540, -2.1280], [7.1371, -0.9227, -3.3430], [5.5919, -2.8259, -3.6888], [3.2133, -2.6130, -2.9225], [2.4763, -0.5816, -1.8124], [-3.0082, 3.4981, -2.9708], [-3.6420, 2.2294, -2.5911], [-3.0729, 1.7627, -1.2808], [-3.2084, 0.6228, -0.8782], [-2.4677, 2.6772, -0.5417], [-3.4836, 3.9014, -3.7665], [-2.0571, 3.2934, -3.2683], [-2.4364, 3.5061, -1.0577], [-3.5090, 1.4034, -3.2989], [-4.7139, 2.3788, -2.4350], [-6.1382, -0.4191, 0.4048], [-5.6530, -0.4281, 1.8542], [-4.4803, -1.3976, 2.0895], [-4.1918, -1.5214, 3.6026], [-2.9666, -2.3778, 3.9192], [-4.8626, -2.7716, 1.5755], [-5.8734, -3.3411, 1.9433], [-3.9964, -3.3476, 0.6954], [-2.7659, -2.8336, 0.2458], [-2.0685, -3.5243, -0.4538], [-2.4432, -1.5623, 0.6395], [-3.2370, -0.8166, 1.4309], [-2.9204, 0.3554, 1.6242], [-6.9158, 0.3361, 0.2753], [-6.5590, -1.3876, 0.1298], [-5.3252, -0.1936, -0.2866], [-6.4726, -0.7182, 2.5152], [-5.3077, 0.5668, 2.1364], [-5.0763, -1.9572, 4.0723], [-4.0481, -0.5126, 3.9945], [-3.0565, -3.3727, 3.4765], [-2.8584, -2.4952, 4.9985], [-2.0544, -1.9171, 3.5405], [-4.2329, -4.2525, 0.3168], [-0.2490, -0.3870, 2.3377], [3.3993, -5.1589, 0.8245], [2.7701, -3.8892, 0.7196], [3.3534, -2.8384, 1.2777], [4.7712, -2.8663, 2.1229], [2.5152, -1.3477, 1.0443], [2.7986, -5.8296, 0.2162], [3.4182, -5.4904, 1.8635], [4.4248, -5.1144, 0.4581]],
  "forces_ev_per_angstrom": [[0.632, 1.375, 1.011], [0.450, 0.034, 0.465], [-0.095, -0.778, -2.909], [-0.652, 0.158, -0.664], [0.003, -0.468, 0.052], [-0.279, -0.009, 0.573], [-2.496, -0.349, 0.647], [1.142, -1.108, -0.664], [-0.460, 0.004, 0.166], [-0.580, -0.255, 0.151], [-0.204, 0.340, 0.262], [0.111, -0.191, -0.205], [0.578, 0.208, -0.141], [-0.473, 0.047, 0.276], [0.362, 0.468, -0.267], [0.110, 0.709, 0.339], [0.878, 1.074, -0.161], [-0.371, -1.660, -0.244], [0.078, -0.333, -0.250], [-0.068, 0.031, 0.071], [0.002, -0.050, 0.051], [0.012, -0.038, -0.078], [0.013, 0.122, -0.083], [-0.217, 0.165, 0.081], [0.922, 0.312, -0.105], [0.045, -0.008, 0.030], [0.026, -0.022, 0.063], [0.000, 0.004, -0.010], [-0.055, -0.031, 0.021], [-0.030, -0.081, -0.051], [0.085, -0.050, 0.014], [0.072, 0.055, -0.127], [-0.471, 0.090, 0.274], [0.610, 0.259, 0.000], [-0.050, 0.014, 0.035], [-0.012, 0.041, 0.022], [-0.031, -0.011, -0.074], [0.011, -0.027, -0.039], [0.017, -0.069, 0.104], [0.006, 0.009, -0.027], [0.046, 0.023, 0.092], [-0.100, -0.109, -0.179], [-0.050, 0.295, 0.182], [0.129, -0.149, 0.039], [-0.076, 0.087, -0.021], [0.130, -0.048, -0.025], [-0.028, -0.002, -0.011], [-0.043, 0.145, 0.078], [0.093, -0.177, -0.164], [-0.082, -0.022, 0.061], [0.087, 0.245, -0.192], [-0.425, -0.231, 0.061], [0.289, -0.093, 0.046], [-0.011, -0.011, -0.036], [-0.033, 0.014, -0.020], [-0.005, 0.002, -0.015], [0.040, -0.005, 0.047], [0.010, -0.021, 0.073], [-0.070, 0.086, -0.053], [-0.032, 0.020, -0.032], [0.009, -0.029, 0.048], [0.006, -0.034, -0.001], [0.027, -0.024, -0.016], [0.013, -0.031, 0.043], [0.330, 0.001, 0.930], [0.100, -0.104, 0.058], [0.020, 0.039, -0.007], [-0.223, 0.014, -0.126], [0.115, 0.009, 0.064], [0.186, 0.041, 0.506], [-0.037, 0.042, -0.001], [-0.013, 0.019, -0.008], [-0.021, 0.031, -0.027]],
  "largest_force_ha_per_bohr": 0.0586,
  "homo_ev": -1.608,
  "e_above_lowest_kj_mol": 329.70,
  "charge": -2,
  "total_energy_ev": -204638.82303
}



4.
{
  "formula": "C23H25CdMgN9O12",
  "method": "ωB97M-V/def2-TZVPD",
  "symbols": ["Mg", "Cd", "N", "O", "O", "O", "N", "O", "O", "O", "N", "O", "O", "O", "N", "O", "O", "O", "N", "C", "C", "C", "C", "H", "H", "H", "H", "H", "N", "C", "C", "C", "C", "H", "H", "H", "H", "H", "N", "C", "C", "C", "C", "C", "H", "H", "H", "H", "H", "N", "C", "C", "C", "C", "C", "H", "H", "H", "H", "H", "N", "C", "C", "C", "C", "C", "H", "H", "H", "H", "H"],
  "xyz": [[-0.9458, 1.2868, -3.4167], [3.4570, 0.5027, -1.8866], [-2.3671, 4.2400, -3.0980], [-1.6957, 5.2022, -3.0254], [-1.8125, 3.1565, -3.3220], [-3.5693, 4.3603, -3.0189], [1.1315, -1.2084, -3.5084], [0.1682, -0.5160, -3.3475], [1.1053, -2.1479, -4.2770], [2.1780, -0.8967, -2.9079], [0.6351, 1.4191, -0.5251], [-0.1520, 1.5188, -1.4384], [0.3123, 1.7234, 0.5726], [1.6897, 0.9114, -0.7587], [1.9269, 2.7973, -3.6922], [0.8548, 2.2937, -4.0352], [2.6613, 2.2027, -2.9423], [2.1836, 3.8796, -4.1120], [-4.7494, 3.0650, 1.0267], [-4.7575, 2.3971, 2.2200], [-3.4842, 2.3408, 2.6088], [-2.6653, 3.0916, 1.7822], [-3.4753, 3.6233, 0.7730], [-5.5476, 3.3253, 0.4652], [-5.6526, 1.8824, 2.5367], [-3.1214, 1.7306, 3.4227], [-1.6044, 3.1855, 1.9613], [-3.3762, 4.2507, -0.1005], [0.2312, -4.0245, 0.1568], [0.1424, -3.3481, 1.3322], [-0.2750, -2.0869, 1.0603], [-0.5035, -2.0427, -0.2876], [-0.2818, -3.3003, -0.8689], [0.3875, -5.0223, 0.1431], [0.3091, -3.8156, 2.2914], [-0.4324, -1.3109, 1.7948], [-0.8689, -1.1501, -0.7734], [-0.4958, -3.6244, -1.8767], [4.2092, -1.1217, -0.7513], [5.5135, -1.5377, -0.6159], [5.9709, -2.6495, 0.1386], [4.9302, -3.4402, 0.7085], [3.6073, -3.0952, 0.6373], [3.2928, -1.9674, -0.1053], [6.2480, -1.0364, -1.2288], [7.0213, -2.8998, 0.1188], [5.1577, -4.3550, 1.2355], [2.7829, -3.6429, 1.0695], [2.2704, -1.6425, -0.2297], [-2.5028, 0.2784, -2.6682], [-2.9562, -0.9031, -3.1245], [-4.0702, -1.6603, -2.5730], [-4.7009, -1.1877, -1.4345], [-4.2730, 0.0177, -0.9028], [-3.1962, 0.6673, -1.5474], [-2.4036, -1.3272, -3.9498], [-4.3600, -2.5776, -3.0640], [-5.6070, -1.6701, -1.0989], [-4.6489, 0.3270, 0.0613], [-2.9767, 1.6384, -1.1288], [3.6457, 0.2219, 3.9603], [2.6314, 0.6697, 3.1599], [1.2854, 0.6719, 3.5190], [0.9829, 0.3647, 4.8821], [2.0041, 0.0890, 5.7867], [3.3203, 0.0172, 5.2507], [2.8733, 0.9767, 2.1531], [0.4889, 0.9057, 2.8281], [-0.0218, 0.2963, 5.2722], [1.7852, -0.0687, 6.8325], [4.1559, -0.2510, 5.8802]],
  "forces_ev_per_angstrom": [[1.851, 2.502, 0.776], [-0.646, 1.133, -0.793], [-1.351, 1.353, -0.382], [3.104, 3.124, 0.517], [1.017, -4.403, -0.553], [-2.463, -1.498, 0.341], [1.900, -0.995, -1.738], [-3.711, 1.963, 0.595], [0.163, -0.732, 0.169], [1.033, -1.184, 0.238], [-2.694, 0.463, -0.127], [-2.497, 0.611, -2.427], [-0.386, 0.928, 3.210], [4.720, -2.252, 0.484], [-2.526, 2.055, -2.403], [-2.061, -2.066, -0.517], [3.466, -1.978, 2.773], [1.259, 1.506, -0.203], [0.650, 1.749, -0.686], [-1.643, -0.552, -1.755], [1.291, -1.276, 2.250], [0.273, 1.149, -1.517], [-0.969, -1.733, 1.040], [0.020, -0.032, 0.313], [0.130, 0.121, 0.203], [-0.059, 0.218, 0.237], [-0.079, 0.297, -0.401], [0.370, -0.009, 0.134], [-0.211, -2.300, -0.631], [0.451, -1.409, 0.522], [-0.637, 1.975, -0.054], [-1.124, 2.588, 0.013], [0.706, -0.128, 0.922], [0.064, -0.029, -0.264], [0.228, -0.143, -0.109], [0.081, 0.110, -0.191], [-0.009, -0.066, -0.416], [0.289, -0.292, 0.044], [1.015, -3.658, 2.201], [-0.143, -0.452, 0.083], [-3.023, 0.494, -0.757], [2.101, -0.198, 0.384], [-0.286, 1.621, -1.301], [0.624, 1.890, -0.865], [0.000, 0.471, 0.155], [-0.123, -0.111, 0.219], [0.368, -0.049, 0.075], [0.345, -0.215, 0.111], [-0.092, 0.071, 0.048], [-3.034, -1.850, 1.904], [-1.169, -1.356, 0.476], [2.112, 1.414, -0.749], [-0.357, 0.146, -1.025], [1.647, -0.663, -0.748], [-0.539, 1.123, 0.516], [-0.070, -0.045, -0.258], [-0.012, 0.031, -0.049], [0.127, -0.229, 0.400], [-0.026, 0.699, -0.206], [0.603, 0.152, -0.131], [-1.471, 1.021, 0.338], [-0.134, -0.913, 0.435], [0.241, -0.419, 1.978], [0.613, -0.168, -0.513], [0.795, 0.269, -1.578], [-0.554, -0.115, -0.343], [0.304, -0.081, -0.156], [0.185, 0.245, -0.139], [-0.281, 0.289, -0.303], [0.189, -0.092, 0.013], [0.041, -0.088, 0.172]],
  "largest_force_ha_per_bohr": 0.1021,
  "homo_ev": [-9.840, -9.840],
  "multiplicity": 2,
  "charge": 1,
  "total_energy_ev": -72224.38021
}